# 1
51
Properties=species:S:1:pos:R:3:forces:R:3:mulliken_charge:R:1 method="wB97M-V/def2-TZVPD" mol_weight_da=572.42 charge=+1 homo_lumo_gap_ha=0.33949 fmax_ev_per_a=2.44 homo_energy_ev=-12.4
Lu -1.974153 0.915134 1.383108 0.029 -0.287 0.546 1.39
O -3.021017 2.422202 0.014842 -0.237 -0.185 0.358 -0.53
C -3.201720 3.743620 0.594713 -0.480 0.037 0.097 -0.58
C -1.857730 4.361164 0.990539 -0.287 0.811 -1.670 -0.72
N -1.022050 3.502399 1.755544 -0.068 -1.228 2.109 0.24
C -1.210536 3.621378 3.243522 -0.613 -1.760 -0.194 -0.73
C -2.495336 2.805428 3.766806 -0.980 1.294 -0.747 0.58
O -3.297876 3.323915 4.513646 1.282 -0.482 -0.329 -0.59
O -2.740364 1.658031 3.134335 0.808 0.251 0.004 -0.85
C 0.372984 3.258673 1.333972 -0.706 -0.433 -0.279 -0.97
C 0.264484 1.736991 1.081046 0.600 0.294 0.656 1.07
O 0.318221 0.929368 2.046128 -0.422 0.456 -0.103 -0.65
O -0.340034 1.383365 0.012386 0.252 0.348 -0.485 -0.52
H -2.763543 2.494512 -0.896184 0.329 -0.004 -0.856 0.34
H -3.786833 4.402429 -0.087202 0.527 -0.530 0.360 0.41
H -3.841274 3.493718 1.443135 0.161 0.533 0.203 0.33
H -1.304858 4.704588 0.083994 -0.467 -0.398 0.428 0.42
H -2.095665 5.270944 1.519000 -0.089 0.501 0.396 0.31
H -0.327995 3.220574 3.735590 0.036 -0.243 -0.023 0.42
H -1.317441 4.626710 3.590607 -0.231 0.821 -0.067 0.42
H 0.534039 3.742039 0.391144 0.292 0.356 -0.418 0.41
H 1.051182 3.626586 2.092715 0.377 -0.389 -0.004 0.47
C 3.247229 -2.608399 0.528868 -1.071 -0.395 0.232 -0.80
C 2.068105 -3.263719 1.324001 1.169 -0.670 -0.028 -0.74
C 0.896629 -2.326939 1.387681 0.864 1.108 0.004 -0.65
N 0.298776 -2.101649 0.061776 -0.941 -0.326 0.090 0.41
C -0.982387 -1.864267 -0.108965 -0.523 0.102 -1.753 0.32
S -2.186220 -1.749340 1.108655 -0.033 0.240 0.647 -0.44
N -1.516916 -1.724625 -1.394646 0.989 -0.195 0.761 -0.09
C -0.825229 -1.313798 -2.598694 -1.781 1.270 -0.458 0.08
O -1.475366 -0.468059 -3.205174 1.706 -1.132 0.151 -0.59
C 0.477799 -1.946161 -3.041613 -1.174 1.447 -0.073 0.43
C 1.424959 -1.168281 -3.685673 0.530 0.615 0.203 -0.56
C 2.620308 -1.807154 -4.060268 -0.698 1.427 0.107 -0.57
C 2.836385 -3.137847 -3.847844 -0.118 -1.761 0.408 -0.49
C 1.834087 -3.931242 -3.250416 0.327 0.515 -0.502 -0.48
C 0.663090 -3.297888 -2.887578 -0.635 -1.186 1.306 0.12
H 4.167215 -3.194584 0.585141 -0.087 0.250 0.200 0.36
H 3.370427 -1.570246 0.878314 0.317 -0.405 -0.297 0.27
H 2.941321 -2.633609 -0.534255 0.340 0.366 0.284 0.08
H 2.325746 -3.556032 2.376733 -0.007 0.403 -0.965 0.35
H 1.832465 -4.194112 0.791089 -0.255 0.030 0.298 0.32
H 1.306774 -1.357064 1.741640 -0.527 -0.368 -0.113 0.12
H 0.139960 -2.635475 2.085213 -0.417 -0.218 0.070 0.68
H 0.829392 -2.301722 -0.788002 0.134 0.170 0.437 -0.21
H -2.499323 -1.395056 -1.390528 1.044 -0.382 -0.093 0.37
H 1.273490 -0.061867 -3.782485 0.197 -1.283 -0.102 0.41
H 3.388839 -1.196734 -4.477252 0.465 0.217 -0.350 0.44
H 3.783462 -3.616954 -4.118922 -0.355 0.349 0.025 0.40
H 1.952510 -5.000285 -3.094690 0.079 0.240 -0.041 0.43
H -0.136001 -3.820671 -2.345492 0.351 -0.190 -0.432 0.38

# 2
86
Properties=species:S:1:pos:R:3:forces:R:3:mulliken_charge:R:1 method="wB97M-V/def2-TZVPD" mol_weight_da=498.53 charge=-1 e_above_lowest_kcal_mol=134.3 homo_lumo_gap_ha=0.15940 fmax_ev_per_a=2.78 homo_energy_ev=-2.7
C -0.115755 -2.528281 -0.187817 -0.405 0.682 -0.166 -1.53
C -0.951035 -1.326521 -0.863247 1.240 -1.258 1.519 1.70
C -1.984925 -0.779971 0.120673 -0.030 -0.287 1.006 -1.21
C -1.452465 0.107649 1.184833 1.233 2.482 0.262 -0.69
C -0.572215 1.196529 0.519783 -1.091 -0.002 0.493 -1.54
C 0.593135 0.638099 -0.350537 -1.902 0.001 1.710 1.77
N -0.051635 -0.269481 -1.332157 0.574 0.096 -1.826 0.34
O 0.832945 -0.733111 -2.444747 -0.843 0.339 2.005 -0.87
C 1.737635 0.165769 0.696533 -0.607 -0.384 -2.544 -1.70
C 0.985875 1.918299 -1.035137 1.633 0.433 -1.416 -1.88
C -1.823865 -1.975691 -1.913287 -0.163 -0.543 -1.671 -1.76
H 0.228015 -3.193341 -0.980047 -0.170 -0.163 0.113 0.30
H -0.736545 -3.021641 0.560053 -0.247 -0.462 -0.220 0.27
H 0.778565 -2.243911 0.366633 -0.052 0.459 -0.249 0.30
H -2.494095 -1.498281 0.763213 -0.097 -1.144 -0.771 0.26
H -2.795825 -0.282941 -0.411787 0.177 0.334 -0.197 0.37
H -0.875315 -0.340911 1.993393 0.044 -0.677 -0.199 0.31
H -2.321005 0.541629 1.680223 -0.040 0.374 0.218 0.40
H -0.244965 2.044389 1.121583 0.747 -0.626 1.139 0.56
H -1.237925 1.843429 -0.051567 -0.355 -0.601 -1.076 0.45
H 2.475745 -0.409031 0.137153 0.349 0.323 -0.391 0.34
H 1.423575 -0.604571 1.400843 -0.383 0.836 0.611 0.34
H 2.186015 1.102339 1.028013 0.003 -0.416 0.726 0.42
H 1.361495 2.744889 -0.432007 -0.075 -0.292 0.921 0.39
H 0.153555 2.370069 -1.574837 0.032 -0.471 -0.353 0.47
H 1.832535 1.734519 -1.696567 -0.200 -0.079 -0.560 0.19
H -2.419215 -2.830521 -1.592487 0.111 -0.072 1.020 0.33
H -1.290225 -2.430051 -2.748077 0.456 0.531 -0.124 0.32
H -2.595545 -1.315591 -2.309347 0.262 0.463 -0.193 0.39
O 5.290925 0.251909 -2.852647 0.372 0.199 -0.060 -0.67
H 4.394855 0.571659 -2.957717 -0.377 0.033 0.064 0.34
H 5.205415 -0.701351 -2.838017 -0.091 -0.305 0.049 0.32
O -4.219765 0.051819 7.604253 0.230 0.060 0.131 -0.63
H -4.605085 0.205909 6.741693 -0.117 0.135 -0.295 0.32
H -4.796225 -0.593991 8.012723 -0.103 -0.151 0.118 0.31
O 1.608875 1.053269 -6.998807 0.204 0.082 -0.323 -0.67
H 1.968245 0.664479 -6.201367 0.069 -0.083 0.336 0.33
H 0.659995 0.987989 -6.891087 -0.379 0.024 0.098 0.33
O 4.430175 8.130069 -2.119297 -0.111 0.281 -0.016 -0.65
H 5.113945 7.879799 -2.740637 0.157 -0.060 -0.147 0.31
H 4.360385 7.382689 -1.525337 -0.024 -0.284 0.202 0.33
O -2.217675 0.546419 -6.181797 0.111 0.257 -0.138 -0.64
H -2.841875 0.167599 -6.800747 -0.162 -0.062 -0.159 0.32
H -1.859885 -0.206211 -5.710857 0.159 -0.193 0.364 0.32
O -0.471795 1.852279 6.649273 0.002 0.293 0.038 -0.65
H 0.063545 1.243489 6.140323 0.237 -0.230 -0.142 0.32
H -1.238115 1.340029 6.907303 -0.240 -0.138 0.117 0.31
O 1.022625 -3.475501 -6.946517 -0.077 -0.276 -0.068 -0.64
H 0.971875 -2.767691 -6.304127 -0.017 0.192 0.308 0.32
H 1.376095 -3.060581 -7.733357 0.096 0.114 -0.186 0.32
O 0.489495 -5.464021 5.088433 0.147 0.148 0.121 -0.62
H -0.036655 -5.456481 4.288843 -0.077 0.072 -0.274 0.31
H 0.143225 -6.197531 5.596663 -0.047 -0.166 0.159 0.31
O 4.049735 -3.548481 -2.091867 0.465 -0.097 0.091 -0.67
H 3.715045 -4.164501 -2.743587 -0.114 -0.106 -0.150 0.31
H 3.359945 -2.890251 -2.007317 -0.490 0.388 0.066 0.34
O 1.223005 5.318519 -5.467517 -0.169 0.224 -0.045 -0.64
H 2.090805 5.605809 -5.183607 0.184 0.078 0.113 0.31
H 1.354855 4.420199 -5.770627 -0.027 -0.333 -0.075 0.33
O -6.962425 1.387069 4.240113 0.069 -0.190 0.172 -0.61
H -6.735105 1.574229 3.329333 0.139 0.028 -0.222 0.31
H -7.801635 1.827739 4.373433 -0.190 0.116 0.083 0.31
O -3.656745 3.967379 4.013143 -0.168 0.130 0.167 -0.63
H -4.074455 4.120549 3.165623 -0.072 0.065 -0.196 0.30
H -3.030615 3.262409 3.848193 0.274 -0.189 0.028 0.33
O 1.800515 -1.308451 5.948743 -0.174 0.256 0.085 -0.62
H 2.732915 -1.337691 6.163233 0.227 0.034 0.017 0.30
H 1.577315 -2.211941 5.724863 -0.112 -0.285 -0.123 0.32
O -0.739755 -8.243181 -0.292187 0.161 -0.208 -0.025 -0.63
H -0.862985 -7.309131 -0.461297 0.009 0.287 -0.116 0.32
H -1.390345 -8.453691 0.377623 -0.163 -0.069 0.122 0.31
O -5.294745 -7.087031 -0.724087 0.021 -0.143 -0.163 -0.64
H -5.493835 -7.514751 0.108763 -0.062 -0.135 0.184 0.31
H -5.228935 -6.157181 -0.506627 0.046 0.288 -0.014 0.32
O -4.925825 3.071789 -2.510587 -0.301 0.064 -0.086 -0.64
H -4.100785 2.613949 -2.671567 0.289 -0.176 -0.112 0.33
H -4.832055 3.432519 -1.628927 0.046 0.085 0.186 0.31
O 5.175245 5.464269 0.782713 -0.166 0.103 -0.247 -0.62
H 5.216385 6.228229 1.357953 -0.023 0.215 0.187 0.33
H 5.820935 4.856889 1.143853 0.124 -0.244 0.035 0.30
O 1.649835 6.562719 2.862843 0.089 0.047 0.242 -0.64
H 1.249995 7.331949 2.457083 -0.136 0.182 -0.076 0.32
H 1.964025 6.038719 2.125993 0.089 -0.249 -0.196 0.33
O 5.443265 -4.016131 2.418803 0.032 -0.066 0.324 -0.64
H 5.639555 -3.187471 1.981733 -0.032 0.236 -0.141 0.32
H 5.627695 -4.684891 1.759283 -0.028 -0.157 -0.197 0.32

# 3
53
Properties=species:S:1:pos:R:3:forces:R:3:mulliken_charge:R:1 method="wB97M-V/def2-TZVPD" s_squared=6.0516 mol_weight_da=667.51 charge=+3 e_above_lowest_kcal_mol=0.0 homo_lumo_gap_ha="0.20763 / 0.16894" fmax_ev_per_a=6.82 spin_multiplicity=5 homo_energy_ev="-16.0 / -17.4"
C -2.531707 -2.751490 -4.404030 -1.489 0.319 0.004 -0.96
C -1.346787 -2.506719 -3.668359 5.817 -1.139 0.426 0.72
H -2.385505 -3.458538 -5.220512 0.550 -0.239 0.008 0.41
H -2.912284 -1.819286 -4.827031 -0.006 0.157 0.110 0.35
H -3.291742 -3.143088 -3.719243 -0.046 0.057 0.021 0.35
O -0.209518 -2.662744 -3.426624 -5.197 1.100 -0.605 -0.18
I -2.448899 -0.249635 -1.761687 -0.542 -0.885 -0.161 -0.18
Os -0.111479 -0.110861 -0.386469 0.339 1.700 -0.562 1.43
P -0.526466 -2.239404 0.407318 -1.188 -1.531 1.862 0.88
C 0.420269 -3.087103 1.749025 0.748 0.176 -0.228 -1.42
C -1.866026 -1.347786 1.315353 -0.153 -0.043 0.302 -1.45
H -1.785295 -1.559879 2.386505 -0.383 0.016 -0.231 0.46
H -1.128431 -4.566062 0.213165 -0.040 0.336 -0.252 0.52
H -2.835942 -1.611447 0.879866 0.122 0.140 0.317 0.46
H -2.212856 -3.571372 -0.805472 0.186 0.098 0.119 0.32
H 1.308671 -2.506973 2.021186 -0.078 -0.226 -0.006 0.41
H -1.677039 -0.243409 1.151767 -0.781 -0.919 0.710 0.54
C -1.179022 -3.703052 -0.467474 -0.100 0.102 -0.510 -1.19
H -0.196065 -3.216586 2.648290 -0.056 0.062 -0.340 0.42
H -0.542698 -3.891806 -1.344367 -0.127 -0.171 0.418 0.31
H 0.755042 -4.082388 1.428531 -0.059 0.328 -0.047 0.51
P 0.372353 1.223088 -2.257365 0.264 1.536 -1.765 0.34
C 2.090066 1.857946 -2.421906 0.091 -0.087 0.317 -1.32
C 0.111401 0.677679 -3.991912 -0.134 -0.277 0.082 -1.14
H -1.804061 2.319535 -2.273117 0.455 0.192 -0.075 0.44
H -0.506687 3.444003 -2.765866 0.042 -0.013 0.005 0.45
H -0.769594 3.051217 -1.047397 -0.090 -0.066 -0.303 0.50
C -0.779092 2.651290 -2.065305 0.017 0.136 -0.135 -1.26
H -0.947264 0.683116 -4.259066 0.128 0.059 0.113 0.33
H 0.641177 1.372408 -4.658160 -0.068 -0.190 0.240 0.49
H 2.139374 2.717393 -3.095291 -0.220 -0.047 0.034 0.52
H 2.737046 1.082495 -2.846895 -0.202 -0.027 0.060 0.41
H 0.506421 -0.336288 -4.130634 0.093 0.350 -0.041 0.29
H 2.520981 2.147020 -1.461204 0.033 -0.075 -0.170 0.45
C 1.643540 -0.679816 -0.498001 6.660 -1.359 0.560 0.04
O 2.784390 -0.949677 -0.441405 -4.058 0.786 -0.416 -0.42
C 0.784144 0.921261 5.430582 0.512 2.011 0.460 -0.58
C 0.489112 -0.184704 4.608758 -0.329 -1.084 -1.702 -0.86
C 0.436465 -0.040821 3.231246 -0.292 -0.944 0.358 0.46
C 0.703360 1.176606 2.595141 -0.208 0.111 -0.766 1.08
C 0.598214 1.377414 1.157490 -0.923 -1.446 -0.388 0.34
C 0.988376 2.605747 0.655550 -0.145 -0.663 -0.206 -0.31
C 1.395205 3.679625 1.474893 0.573 0.845 1.554 -1.81
C 1.436329 3.531727 2.847261 0.253 0.995 -0.921 -0.82
C 1.092418 2.296421 3.447763 0.082 0.252 0.850 0.88
C 1.094201 2.148480 4.858357 -0.175 -0.316 0.230 -0.88
H 0.756743 0.815853 6.511973 0.062 0.017 -0.147 0.44
H 0.290458 -1.157245 5.060876 0.021 0.269 -0.089 0.51
H 0.154325 -0.898598 2.613327 0.343 0.623 0.494 -0.25
H 1.006944 2.796851 -0.413657 -0.047 -0.016 0.556 0.61
H 1.682813 4.617258 0.985964 -0.113 -0.287 0.410 0.46
H 1.742844 4.369819 3.481779 -0.143 -0.342 -0.226 0.45
H 1.311776 3.012522 5.496480 -0.001 -0.377 -0.327 0.46

# 4
25
Properties=species:S:1:pos:R:3:forces:R:3:mulliken_charge:R:1 method="wB97M-V/def2-TZVPD" mol_weight_da=218.16 charge=0 e_above_lowest_kcal_mol=65.8 homo_lumo_gap_ha=0.38490 fmax_ev_per_a=3.42 homo_energy_ev=-10.4
C 2.392844 1.801609 -2.185720 -2.761 -0.898 0.041 -0.79
C 1.287894 1.547713 -1.424550 -0.236 -1.014 -0.771 0.13
C 1.123230 2.129345 -0.040750 1.949 2.733 -0.658 0.56
O 1.639791 3.212355 0.242875 -0.985 -2.208 -0.519 -0.58
O 0.475473 1.507949 0.956049 -0.582 -0.520 0.601 -0.34
C -0.440841 0.445918 0.959504 0.996 -1.717 0.172 0.96
C -0.846432 0.190921 2.379114 1.458 -2.533 1.757 -1.34
N -1.597909 0.808448 0.233604 0.473 2.886 -1.299 -0.73
N -2.268559 -0.007966 -0.393491 -0.577 0.865 0.777 1.17
O -2.292942 -1.180662 -0.271370 -0.890 -2.164 -0.790 -0.60
O -3.222088 0.617674 -1.247603 -0.378 -2.775 0.877 -0.46
O 0.161386 -0.721163 0.260171 0.219 1.637 0.435 -0.27
C 0.401715 -1.956543 0.762539 -1.432 -0.713 -0.194 0.77
C 0.532191 -2.929502 -0.350639 1.544 -1.127 -0.275 -1.00
O 0.352831 -2.313733 1.899141 0.334 0.593 0.767 -0.55
H 2.521821 1.464286 -3.236789 -0.297 0.008 1.046 0.26
H 3.121507 2.449402 -1.800520 0.990 0.735 0.542 0.32
H 0.425561 0.872583 -1.731197 1.435 0.844 0.070 0.17
H -1.373605 1.006067 2.842149 -1.013 0.172 -0.521 0.38
H 0.034120 0.144078 3.099744 -0.644 -0.320 -1.363 0.34
H -1.298396 -0.880878 2.382259 0.201 2.299 0.395 0.34
H -2.733314 1.364652 -1.504267 0.893 2.176 -0.634 0.39
H 0.832892 -3.931821 0.112375 0.325 1.575 -0.913 0.31
H 1.181114 -2.462688 -1.139028 -0.318 -1.029 0.622 0.28
H -0.410278 -3.178045 -0.803610 -0.703 0.495 -0.166 0.25

# 5
15
Properties=species:S:1:pos:R:3:forces:R:3:mulliken_charge:R:1 method="wB97M-V/def2-TZVPD" s_squared=0.7576 mol_weight_da=78.11 charge=+1 e_above_lowest_kcal_mol=26.6 homo_lumo_gap_ha="0.36555 / 0.16586" fmax_ev_per_a=3.04 spin_multiplicity=2 homo_energy_ev="-13.4 / -13.4"
C -0.802872 -2.534774 -2.700872 0.055 0.156 -0.227 -0.52
O -0.401011 -1.540512 -1.756997 0.488 0.584 0.330 -0.48
H -0.140106 -2.625882 -3.564244 0.289 0.032 0.267 0.26
H -0.807861 -3.464788 -2.143327 -0.219 -0.180 -0.205 0.20
H -1.779177 -2.293104 -3.117594 -0.215 -0.124 0.241 0.24
H 0.125743 -0.844971 -2.169223 -0.302 -0.333 -0.301 0.30
N -0.142672 2.515997 1.917651 1.766 -1.484 0.537 -0.40
C 0.298759 1.094944 1.962475 -2.090 1.604 -1.525 -0.26
N 0.966231 0.652900 0.800061 -0.443 -0.760 1.476 -0.20
H -0.607192 2.728899 2.784067 -0.342 0.318 0.391 0.29
H 0.668475 3.115793 1.822928 -0.123 0.642 -0.226 0.28
H 0.939510 0.893921 2.838663 0.406 0.208 0.269 0.33
H -0.643741 0.569994 2.113277 0.276 -0.609 -0.047 0.36
H 0.656424 -0.293352 0.577641 0.605 0.019 -0.706 0.30
H 1.925817 0.935458 0.621521 -0.151 -0.073 -0.274 0.30

# 6
21
Properties=species:S:1:pos:R:3:forces:R:3:mulliken_charge:R:1 method="wB97M-V/def2-TZVPD" mol_weight_da=149.62 charge=0 e_above_lowest_kcal_mol=21.1 homo_lumo_gap_ha=0.38727 fmax_ev_per_a=3.90 homo_energy_ev=-9.8
H -2.709158 0.076535 -0.969136 -0.208 -0.428 0.430 0.26
N -1.767199 0.422993 -1.006941 -1.282 1.806 -1.275 -0.58
C -0.823033 -0.224887 -0.584381 3.663 -0.566 1.211 0.17
O -0.782446 -1.372731 0.097401 0.003 -1.286 0.565 -0.28
C -1.901408 -1.968699 0.828070 -0.846 3.560 -0.920 -0.82
C 0.797908 0.322163 -0.809606 -3.151 0.939 -0.658 1.23
C 0.673413 1.370833 -1.903589 1.427 1.855 -0.188 -1.60
Cl 1.693222 -1.001905 -1.455762 0.809 -1.475 -0.413 -0.20
C 1.439228 0.884077 0.417622 -1.175 0.907 1.860 -0.67
C 1.230274 0.056825 1.686974 -3.007 -0.308 0.931 -1.06
H -1.474555 -2.351884 1.707065 0.679 -1.434 0.698 0.31
H -2.506658 -2.630919 0.179220 0.407 0.339 0.648 0.26
H -2.483814 -1.083463 1.288275 0.187 -1.309 -1.163 0.36
H -0.142831 1.120959 -2.532283 -0.169 -0.407 -1.194 0.41
H 1.638075 1.673020 -2.401871 -0.736 -1.350 0.061 0.35
H 0.426918 2.394995 -1.607525 -0.540 -0.292 1.050 0.34
H 2.510222 1.049884 0.343882 0.082 -0.057 -0.689 0.41
H 0.965774 1.898870 0.556604 0.554 -0.901 0.011 0.24
H 0.189006 0.161206 2.215167 1.701 0.987 -0.805 0.21
H 1.033285 -0.989483 1.532830 1.098 -0.712 -0.683 0.29
H 1.993787 0.191608 2.417983 0.502 0.133 0.521 0.36